C19H14BrClF6O3SbV | the ωB97M-V functional and the def2-TZVPD basis

CARTESIAN COORDINATES (ANGSTROEM)
V 1.09 -0.79 0.98
Br 0.01 -3.34 0.77
C -0.03 -3.26 -1.13
C -0.70 -4.24 -1.77
C -0.77 -4.22 -3.19
C -0.15 -3.23 -3.88
C 0.59 -2.22 -3.21
C 1.28 -1.21 -3.93
C 2.06 -0.31 -3.27
C 2.14 -0.31 -1.85
C 1.41 -1.19 -1.08
C 0.66 -2.20 -1.79
H -1.19 -5.03 -1.21
H -1.31 -5.00 -3.70
H -0.20 -3.20 -4.97
H 1.19 -1.20 -5.01
H 2.61 0.44 -3.84
H 2.79 0.40 -1.36
C -3.61 1.82 1.51
C -2.19 2.20 1.82
C -1.84 2.37 3.11
C -0.57 2.88 3.48
Cl -0.16 2.96 5.10
C 0.37 3.35 2.51
C 0.09 3.15 1.22
C -1.13 2.48 0.83
O -1.16 2.26 -0.43
C -1.74 1.09 -1.12
C -1.52 -0.26 -0.47
O -2.21 -1.15 -0.82
O -0.53 -0.30 0.42
H -4.23 2.05 2.37
H -3.73 0.76 1.29
H -3.99 2.40 0.66
H -2.55 2.12 3.90
H 1.29 3.81 2.83
H 0.79 3.42 0.44
H -1.25 1.06 -2.08
H -2.80 1.23 -1.28
F 2.49 -1.69 1.32
Sb 3.34 0.73 3.30
F 4.36 0.50 1.78
F 0.67 -0.41 2.84
F 4.88 1.37 4.19
F 3.69 -0.99 3.89
F 1.80 0.89 0.84

Output
HOMO-LUMO gap (alpha / beta)	7.0 / 3.8	eV
M	692.367	g mol⁻¹
E_LUMO (alpha / beta)	-0.03520 / -0.15157	hartree
2S+1	3
<S²>	2.026
HOMO level (alpha / beta)	-7.93 / -7.94	eV

C19H14Cl2FNO2Ru | the ωB97M-V functional and the def2-TZVPD basis

CARTESIAN COORDINATES (ANGSTROEM)
Ru -0.50 0.40 0.06
Cl 3.73 4.26 4.48
C 2.64 3.22 3.67
C 1.95 2.24 4.41
C 1.06 1.38 3.80
Cl 0.23 0.20 4.73
C 0.84 1.45 2.42
O -0.01 0.60 1.88
C 1.54 2.44 1.68
C 1.33 2.61 0.30
O 0.55 1.95 -0.46
C 2.44 3.32 2.32
H 2.11 2.17 5.48
H 1.87 3.40 -0.21
H 2.97 4.07 1.74
F 1.24 -5.20 -0.64
C 0.90 -3.93 -0.57
C 0.20 -3.49 0.56
C -0.13 -2.16 0.64
C 0.21 -1.31 -0.43
C 0.90 -1.76 -1.56
C 1.28 -3.08 -1.61
H -0.02 -4.19 1.35
H -0.61 -1.79 1.55
H 1.17 -1.08 -2.36
H 1.85 -3.48 -2.44
N -2.41 1.14 -0.30
C -2.27 0.34 -1.49
C -2.98 -0.86 -1.63
C -2.69 -1.65 -2.72
C -1.73 -1.26 -3.66
C -1.05 -0.07 -3.51
C -1.29 0.75 -2.39
H -3.17 0.87 0.32
H -2.45 2.14 -0.47
H -3.74 -1.14 -0.92
H -3.24 -2.58 -2.87
H -1.54 -1.88 -4.52
H -0.34 0.25 -4.26
H -0.85 1.73 -2.35

Output
HOMO-LUMO gap (alpha / beta)	5.8 / 5.8	eV
net charge	+2
M	479.300	g mol⁻¹
E_LUMO (alpha / beta)	-0.32607 / -0.32605	hartree
HOMO level (alpha / beta)	-14.67 / -14.67	eV

In the order shown, the computed strongest force on any atom values come out to 0.0681; 0.0127 hartree/bohr.
In the order shown, the computed total energy values come out to -5775.9189; -2052.1521 Eh.
In the order shown, the computed energy above the lowest of the compared OMol25 structures with the same formula, charge and spin values come out to 176.1; 0.0 kJ/mol.